This record from the OMol25 dataset describes a cluster of 10 separate species, C16H52N8O10 in total in a non-equilibrium geometry. The level of theory is ωB97M-V with the def2-TZVPD basis set.

Geometry as XYZ:
```
86
Properties=species:S:1:pos:R:3:lowdin_charge:R:1
H -2.193 -3.729 -1.652 0.063
H -3.443 -1.540 -4.089 0.114
H -0.669 -1.045 -4.094 0.118
C 1.346 -3.286 3.021 -0.288
O 3.663 2.099 2.996 0.017
O 3.566 2.760 -2.219 -0.159
H -2.869 3.414 2.555 0.073
N 2.152 2.731 4.597 0.157
N -1.588 -4.470 -1.390 0.167
O -3.335 -1.544 -0.133 -0.107
H 1.502 -2.625 2.133 0.086
H -1.549 -3.319 -4.587 0.070
H 2.712 4.069 -3.594 0.094
H -3.232 1.062 0.928 0.077
H 0.932 -0.364 -1.698 0.099
C -3.193 0.197 1.636 -0.081
H 1.699 1.127 -3.336 0.067
H 0.978 2.290 -4.473 0.059
H -1.166 3.058 -1.225 0.055
H 1.206 2.774 4.839 0.048
H -2.914 0.365 -2.444 0.060
H 0.621 -4.709 1.836 0.045
N 1.847 0.718 3.284 0.153
H -3.245 2.486 -2.961 0.113
H 1.443 -1.829 4.588 0.052
H 0.241 -3.149 4.908 0.081
C -1.636 -1.211 -4.601 -0.307
O 4.445 0.068 -1.546 -0.022
C -3.078 2.272 -1.905 -0.289
O -0.768 1.512 3.926 0.009
H -2.284 -2.684 -6.107 0.069
C 0.713 -2.492 4.167 -0.084
H -3.716 -1.812 1.857 0.103
C 2.386 3.231 -3.008 -0.225
O -2.657 -1.177 -3.634 -0.099
N -1.325 -3.377 0.742 0.163
H -3.660 0.552 2.545 0.071
H -2.257 4.278 -1.861 0.088
H -2.480 3.731 -0.238 0.074
C 4.638 0.362 -0.352 -0.628
C -2.212 3.330 -1.264 -0.090
H 2.652 3.586 4.758 0.090
H 5.357 -0.560 1.325 0.103
H 1.669 3.520 -2.274 0.081
H 0.456 -0.740 1.360 0.062
H 2.136 1.225 -0.532 0.049
C -1.187 2.247 3.071 -0.659
C 1.895 2.076 -3.935 -0.079
C 2.653 1.842 3.602 -0.587
H -0.616 -2.690 -5.931 0.069
H 2.213 0.150 2.528 0.077
H -4.952 -0.887 0.937 0.116
H -2.103 -2.863 0.395 0.034
H -2.982 -0.780 -0.571 0.029
H -1.022 -4.768 -2.137 0.071
H 1.891 -1.192 0.458 0.059
O 1.187 1.307 -0.384 -0.094
C 0.567 0.088 -0.773 -0.268
H -2.138 0.010 1.744 0.062
H -0.109 -1.866 3.770 0.067
H -2.994 2.512 3.937 0.084
H 0.343 -1.943 0.101 0.043
H 4.860 -1.571 0.000 0.078
N 4.787 -0.733 0.501 0.150
H -0.512 0.298 -0.880 0.090
N -2.375 2.983 3.310 0.147
C -3.878 -1.052 1.116 -0.261
C -0.835 -4.286 -0.208 -0.579
H 1.015 0.362 3.752 0.063
C -1.512 -2.545 -5.361 -0.071
C 0.818 -0.987 0.330 -0.082
N -0.499 2.406 1.886 0.197
H -1.198 -3.467 1.724 0.078
H 4.457 2.407 -0.507 0.098
O 0.390 -4.303 2.686 -0.116
H 3.676 1.768 -2.334 0.052
O 0.214 -4.887 -0.011 0.013
H 2.332 -3.667 3.276 0.106
H 4.518 1.722 1.165 0.058
H 0.353 1.912 1.698 0.061
O -2.619 0.924 -1.697 -0.118
H -1.887 -0.416 -5.317 0.114
H -0.842 2.996 1.146 0.070
H 2.732 1.706 -4.587 0.089
N 4.534 1.627 0.163 0.179
H -4.068 2.404 -1.445 0.109
```

Output
- Kohn-Sham gap: 9.76 eV
- Calculated total energy: -49834.1152 eV
- SMILES: NC(N)=O.NC(N)=O.NC(N)=O.NC(N)=O.CCO.CCO.CCO.CCO.CCO.CCO
- E_LUMO: 0.0081 hartree
- Spin multiplicity: 1
- F_max: 3.2 eV Å⁻¹
- Energy above the lowest of the compared OMol25 structures with the same formula, charge and spin: 30.6 kcal per mole

---

This record from the OMol25 dataset describes an isolated molecule of C5H8O. The level of theory is ωB97M-V with the def2-TZVPD basis set.

Geometry as XYZ:
```
14
Properties=species:S:1:pos:R:3:lowdin_charge:R:1
C -0.173 -0.844 1.083 -0.235
H 1.407 -0.763 -1.045 0.105
O 1.911 -0.065 -0.605 -0.018
C -1.106 -0.398 -0.077 -0.181
C 1.007 0.083 1.245 0.113
H -0.938 1.748 -0.539 0.112
H -2.087 -0.105 0.311 0.100
H -1.290 -1.201 -0.798 0.099
C 0.972 0.876 -0.036 -0.416
H -0.280 0.723 -1.807 0.114
C -0.392 0.816 -0.720 -0.145
H 1.450 1.857 -0.040 0.133
H 0.201 -1.871 0.975 0.112
H -0.683 -0.854 2.055 0.108
```

Output
- Kohn-Sham gap: 8.98 eV
- Calculated total energy: -7358.2626 eV
- E_LUMO: 0.0212 hartree
- Spin multiplicity: 1
- F_max: 0.4 eV Å⁻¹
- Energy above the lowest of the compared OMol25 structures with the same formula, charge and spin: 92.1 kcal per mole

---

This record from the OMol25 dataset describes a cluster of 2 separate species, CH3NO3S in total in a non-equilibrium geometry. The level of theory is ωB97M-V with the def2-TZVPD basis set.

Geometry as XYZ:
```
9
Properties=species:S:1:pos:R:3:lowdin_charge:R:1
S 2.414 -0.249 -0.325 0.940
H -2.672 -0.017 0.173 0.147
O 1.669 0.957 -0.005 -0.452
H 0.009 1.183 0.062 0.059
C -1.557 0.122 -0.086 -0.368
H -1.452 -1.730 -0.402 0.051
O -0.998 1.298 0.232 -0.012
O 3.409 -0.654 0.639 -0.411
N -0.822 -0.910 -0.289 0.046
```

Output
- Kohn-Sham gap: 8.83 eV
- Calculated total energy: -19552.5742 eV
- E_LUMO: -0.0549 hartree
- Spin multiplicity: 1
- F_max: 2.5 eV Å⁻¹
- Energy above the lowest of the compared OMol25 structures with the same formula, charge and spin: 17.1 kcal per mole

---

This record from the OMol25 dataset describes a structure of composition C31H49Br36N2O2 in a non-equilibrium geometry. The level of theory is ωB97M-V with the def2-TZVPD basis set.

Geometry as XYZ:
```
120
Properties=species:S:1:pos:R:3:lowdin_charge:R:1
H -0.605 -2.370 -6.202 0.062
H 2.159 2.505 0.221 0.123
C -10.897 4.531 6.929 -1.657
H -1.486 3.617 0.139 0.065
Br 3.543 -0.605 -6.351 0.555
Br 0.849 6.597 6.406 0.576
O -1.512 -2.717 -4.427 -0.175
C 5.251 -1.340 -6.845 -1.622
Br -7.859 6.022 -0.351 0.530
H 6.534 2.315 -1.844 0.168
Br -3.798 1.292 -1.327 0.551
H -0.229 -1.209 -4.930 0.012
H -0.545 -0.895 -9.921 -0.034
H 3.299 -2.164 -0.056 0.077
Br -10.387 1.598 4.229 0.577
Br -5.606 3.217 0.444 0.533
H 4.901 -0.813 -3.179 -0.016
H 4.504 -1.989 -1.931 0.078
Br 2.523 4.411 9.883 0.556
H 1.216 5.334 11.766 -0.030
H -0.525 2.971 1.465 0.071
C 0.464 -1.173 -10.189 -1.638
C 4.665 -0.938 -2.127 -0.049
C 1.187 5.530 10.704 -1.645
H 5.697 -0.660 -7.557 -0.026
H -1.019 -4.107 -2.942 0.129
H -8.132 2.514 3.821 -0.022
C -1.262 -3.045 -3.071 -0.215
Br -8.892 6.278 -3.353 0.588
H 3.173 7.015 5.689 -0.027
Br 3.932 -8.888 0.853 0.601
H -1.400 -2.786 -0.616 0.105
H 1.781 2.339 1.905 0.128
H 3.779 -0.334 -1.944 0.086
H 2.336 -3.726 2.099 0.090
Br -0.736 1.235 -3.779 0.597
Br 2.621 5.103 4.222 0.650
H -0.530 -1.294 -0.445 0.098
Br -8.139 0.664 2.179 0.583
C 4.480 2.384 0.638 -0.278
Br -9.361 3.605 1.977 0.537
O 3.732 3.016 1.540 -0.005
H -2.202 -2.869 -2.553 0.115
H 1.009 -1.208 0.965 0.091
H -2.611 0.847 -5.344 -0.019
H 4.492 -1.434 2.591 0.108
C -0.503 3.243 0.411 -0.103
H 2.453 5.060 0.833 0.115
H -5.560 0.755 0.321 -0.056
C -0.180 -2.228 -2.336 -0.185
Br 5.074 -3.042 -7.714 0.597
Br -1.767 -4.798 2.854 0.613
C 2.305 2.973 1.194 -0.161
C 0.556 4.320 0.092 -0.234
H 5.544 -1.320 1.215 0.093
C -0.836 -6.429 2.428 -1.611
C 2.415 -2.673 1.825 -0.188
Br 0.984 -2.618 -9.026 0.564
C -8.896 2.150 3.148 -1.615
C 1.077 -2.272 1.204 -0.210
H -11.679 3.876 6.574 -0.038
Br -0.584 5.089 10.089 0.561
H 0.321 -2.447 1.972 0.093
C -4.770 1.494 0.323 -1.636
C -0.382 -2.268 -5.143 -0.134
Br -1.183 -10.044 1.535 0.595
H -0.358 2.335 -0.172 0.060
H 0.801 -2.620 -2.599 0.098
N 5.447 0.904 -0.656 0.015
H -3.266 -10.520 0.290 -0.028
H 0.233 -4.040 0.302 -0.017
C -2.570 -9.695 0.242 -1.608
N 5.296 3.017 -0.279 0.213
C 3.410 -7.057 1.111 -1.657
Br 6.445 -1.432 -5.331 0.599
Br -2.668 3.312 -5.225 0.597
H 1.505 -3.229 -0.682 0.085
C 5.835 -0.345 -1.312 -0.125
Br -10.302 5.572 5.422 0.554
Br -3.657 1.124 1.854 0.563
Br -3.554 -8.096 0.678 0.602
C 4.571 1.059 0.422 -0.093
C -0.439 -2.316 -0.813 -0.174
H 1.032 4.031 -0.847 0.102
C -8.926 5.222 -1.747 -1.630
C 3.799 0.057 1.219 -0.075
C 0.646 -3.090 -0.025 -0.215
H -9.948 5.209 -1.395 -0.029
Br -11.660 5.636 8.306 0.583
C 3.658 -2.446 0.930 -0.200
Br 3.469 -6.059 -0.537 0.574
H 6.302 -1.046 -0.636 0.116
Br 0.437 -1.711 -12.034 0.595
C 5.863 2.091 -1.037 -0.032
H 5.415 4.014 -0.368 0.190
Br 1.576 7.397 10.454 0.562
Br 1.967 8.202 3.889 0.583
Br -1.876 -9.632 -1.550 0.585
H 2.837 -0.114 0.740 0.111
Br -0.820 1.370 -6.958 0.580
Br 0.566 -6.810 3.691 0.618
H 0.075 5.286 -0.002 0.108
C -1.824 1.589 -5.333 -1.619
H 1.251 4.590 2.116 0.029
H 2.381 -7.061 1.443 -0.142
H -0.174 -1.182 -2.631 0.031
Br -9.486 3.413 7.612 0.549
Br -8.424 3.393 -2.080 0.553
Br 4.449 -6.204 2.492 0.579
H 2.497 -2.133 2.769 0.111
H 0.524 -2.844 -4.941 0.091
H 4.231 -3.368 0.910 0.064
H 3.612 0.543 2.171 0.129
Br 1.571 0.381 -9.917 0.541
H -1.555 -7.234 2.491 -0.110
C 4.501 -1.295 1.515 -0.160
C 2.279 6.768 5.135 -1.620
Br -0.168 -6.404 0.624 0.639
C 1.674 4.367 1.141 -0.226
H 6.600 -0.067 -2.033 0.114
```

Output
- Kohn-Sham gap: 8.87 eV
- Net charge: +1
- Calculated total energy: -2561535.8294 eV
- E_LUMO: -0.0803 hartree
- Spin multiplicity: 1
- F_max: 1.3 eV Å⁻¹

---

This record from the OMol25 dataset describes a structure of composition C4H7NO in a non-equilibrium geometry. The level of theory is ωB97M-V with the def2-TZVPD basis set.

Geometry as XYZ:
```
13
Properties=species:S:1:pos:R:3:lowdin_charge:R:1
H 0.086 2.029 0.267 0.111
H -2.737 0.719 0.388 0.078
H 1.964 0.901 -0.401 0.068
C -1.647 -0.575 -0.606 -0.129
H 2.519 -0.209 0.847 0.074
H -1.511 -1.623 -0.860 0.095
C 1.880 -0.123 -0.037 -0.095
N -2.377 -0.233 0.467 0.132
H 0.308 -1.493 0.674 0.102
C 0.476 -0.493 0.301 -0.105
O -0.628 1.620 -0.238 0.054
H 2.296 -0.789 -0.797 0.077
C -0.628 0.268 -0.005 -0.460
```

Output
- Kohn-Sham gap: 7.75 eV
- Calculated total energy: -7794.2602 eV
- E_LUMO: 0.0084 hartree
- Spin multiplicity: 1
- F_max: 3.3 eV Å⁻¹
- Energy above the lowest of the compared OMol25 structures with the same formula, charge and spin: 124.2 kcal per mole